Record 1
Entry from OMol25: a cluster of 3 separate species, C10H22B2BrNO9PS in total in a non-equilibrium geometry (ωB97M-V/def2-TZVPD).

Results
LUMO level (eV): 2.52
Kohn-Sham gap (Ha): 0.2519
Highest occupied orbital energy (eV): -4.3
Net charge: -1
Energy (a.u.): -4489.6206

Geometry as XYZ:
```
47
Properties=species:S:1:pos:R:3:nbo_charge:R:1
Br -1.306 -1.151 -0.285 -0.334
S -2.178 1.558 -4.513 -0.234
P -2.388 -0.006 -1.927 0.811
O 3.535 2.153 0.086 -0.484
O -2.425 1.560 -1.318 -0.996
O -4.714 -4.445 3.658 -0.504
O -3.215 -2.977 2.822 -0.639
O -4.117 -4.642 1.597 -0.500
O 4.153 4.287 0.474 -0.656
O 0.825 1.723 -4.163 -0.933
O 5.334 2.881 -0.842 -0.492
O -1.327 -1.076 -4.438 -0.622
N -1.011 -3.185 -3.294 -0.545
C -1.215 -2.183 -3.853 0.583
C 1.386 0.129 -2.285 -1.023
C 6.296 3.915 -1.066 -0.070
C -3.939 -3.925 2.698 0.979
C -3.397 -4.167 0.446 -0.259
C 7.262 4.036 0.095 -0.637
C 2.433 2.348 0.977 -0.260
C -5.513 -2.513 4.904 -0.638
C 4.319 3.214 -0.043 0.984
C -4.657 -3.762 4.912 -0.069
B 0.325 0.697 -3.317 0.868
B -1.287 0.174 -3.528 -0.327
H 5.795 4.860 -1.268 0.195
H -5.124 -1.780 4.198 0.231
H -3.818 -3.228 0.096 0.204
H 1.864 3.236 0.710 0.200
H -5.034 -4.469 5.651 0.180
H 8.046 4.758 -0.135 0.210
H -2.330 1.487 -0.367 0.485
H 2.791 2.421 2.003 0.181
H 1.443 0.771 -1.413 0.236
H -3.513 -4.918 -0.329 0.196
H -6.533 -2.753 4.599 0.208
H -3.624 -3.535 5.172 0.194
H 7.721 3.071 0.310 0.209
H -2.340 -4.044 0.662 0.206
H 6.833 3.628 -1.969 0.186
H 1.786 1.480 0.887 0.209
H -5.537 -2.060 5.895 0.209
H 1.225 -0.899 -1.994 0.240
H 6.746 4.363 0.997 0.224
H -3.441 1.459 -4.048 0.111
H 1.503 1.299 -4.691 0.478
H 2.364 0.206 -2.762 0.204
```



Record 2
Entry from OMol25: a cluster of 3 separate species, C22H49ClO9Si in total in a non-equilibrium geometry (ωB97M-V/def2-TZVPD).

Results
LUMO level (eV): 0.72
Kohn-Sham gap (Ha): 0.3611
Highest occupied orbital energy (eV): -9.1
Energy (a.u.): -2294.3401

Geometry as XYZ:
```
82
Properties=species:S:1:pos:R:3:mulliken_charge:R:1
Cl -0.369 0.297 2.047 -0.245
Si -2.699 4.720 2.066 0.164
O 4.026 -4.603 0.050 -0.428
O 1.698 -0.099 -2.618 -0.262
O -5.374 3.312 3.959 -0.128
O 1.655 -6.211 -1.060 -0.294
O 4.749 -7.562 -0.384 -0.264
O 0.245 4.235 3.643 -0.406
O 2.108 0.177 -6.022 -0.237
O 1.665 2.569 -4.149 -0.473
O -4.317 5.051 1.847 -0.423
C -0.976 4.601 4.242 -0.423
C -1.632 1.354 1.354 -0.475
C 5.898 -8.145 -0.953 -0.772
C 2.324 -0.442 -1.400 -0.625
C -2.210 3.660 0.593 -0.882
C 2.872 1.974 -4.598 -0.347
C 3.967 -5.703 0.944 -0.389
C -5.120 5.456 2.941 -0.605
C 0.022 3.752 4.958 -0.516
C 1.486 -0.077 -7.260 -0.788
C 0.600 1.705 -3.788 -0.471
C -6.080 4.370 3.346 -0.547
C 0.318 -6.180 -0.619 -0.752
C -6.187 2.464 4.746 -0.373
C 2.803 1.412 -6.000 -0.563
C 5.049 -6.737 0.728 -0.577
C -1.059 2.682 0.890 -0.007
C -7.177 1.666 3.906 -1.158
C 0.802 0.987 -2.473 -0.472
C -2.256 3.947 3.726 -0.250
C 3.619 -4.821 -1.291 -0.491
C 2.125 -4.939 -1.475 -0.492
H 3.043 -1.233 -1.607 0.165
H -0.314 3.077 1.576 0.317
H 6.385 -8.833 -0.253 0.323
H -8.034 2.282 3.638 0.297
H 1.627 -4.143 -0.909 0.337
H 2.223 -0.179 -8.065 0.329
H 6.008 -6.227 0.576 0.347
H -5.495 1.764 5.212 0.310
H -0.168 0.599 -2.127 0.399
H -5.733 6.294 2.597 0.409
H -2.373 1.514 2.130 0.185
H 6.616 -7.377 -1.264 0.331
H -2.071 2.878 3.689 0.244
H 1.184 1.699 -1.730 0.303
H 2.863 0.416 -0.983 0.335
H -6.604 4.014 2.455 0.274
H 0.780 0.722 -7.517 0.335
H -2.066 0.834 0.507 0.448
H 5.581 -8.701 -1.833 0.233
H -0.264 2.363 -3.669 0.432
H 1.885 -4.815 -2.540 0.390
H -1.073 5.623 4.586 0.439
H -6.680 3.017 5.551 0.330
H 0.193 -5.476 0.212 0.324
H 0.935 -1.010 -7.165 0.230
H -2.987 4.202 4.491 0.460
H -1.995 4.323 -0.242 0.435
H -0.212 2.703 5.032 0.276
H 3.598 2.790 -4.612 0.396
H 1.589 -0.805 -0.673 0.270
H -1.938 5.995 1.982 -0.208
H 0.413 4.358 5.766 0.321
H -0.365 -5.904 -1.431 0.327
H -6.833 4.796 4.020 0.459
H 2.979 -6.168 0.942 0.171
H 2.312 2.140 -6.656 0.350
H 3.233 1.222 -3.894 0.133
H 4.135 -5.676 -1.732 0.175
H 3.942 -3.927 -1.831 0.451
H -6.684 1.370 2.983 0.317
H 3.826 1.243 -6.362 0.397
H -0.533 2.488 -0.046 -0.048
H 4.128 -5.268 1.932 0.395
H 0.372 0.996 -4.586 0.154
H -7.541 0.799 4.449 0.387
H -4.551 5.824 3.798 0.278
H 5.121 -7.368 1.624 0.415
H 0.064 -7.179 -0.270 0.238
H -3.098 3.070 0.352 0.358
```



Record 3
Entry from OMol25: the molecule C4H4ClN in a non-equilibrium geometry (ωB97M-V/def2-TZVPD).

Results
LUMO level (eV): 0.64
Kohn-Sham gap (Ha): 0.4005
Highest occupied orbital energy (eV): -10.3
Energy (a.u.): -669.7148

Geometry as XYZ:
```
10
Properties=species:S:1:pos:R:3:nbo_charge:R:1
Cl 1.208 -1.773 -0.033 -0.020
N -2.383 -1.205 -0.774 -0.293
C 1.314 0.773 -0.653 -0.392
C 0.614 -0.112 -0.010 0.026
C -1.644 -0.667 -0.028 0.280
C -0.682 0.024 0.712 -0.576
H -0.591 -0.432 1.676 0.269
H 1.092 1.855 -0.430 0.216
H -1.047 1.094 0.712 0.270
H 2.119 0.442 -1.173 0.221
```



Record 4
Entry from OMol25: a cluster of 7 separate species, C31H50F2NO9S4 in total in a non-equilibrium geometry (ωB97M-V/def2-TZVPD).

Results
LUMO level (eV): -2.38
Kohn-Sham gap (Ha): 0.3297
Highest occupied orbital energy (eV): -11.3
Net charge: +1
Energy (a.u.): -3734.9512

Geometry as XYZ:
```
97
Properties=species:S:1:pos:R:3:mulliken_charge:R:1
S 2.308 -2.586 -2.093 0.972
S -2.594 3.358 1.766 0.974
S 2.706 3.225 -3.105 1.308
S -2.905 -1.202 -1.564 1.269
F 4.965 0.883 2.541 -0.371
F -3.761 -2.836 2.181 -0.369
O 1.390 3.433 -2.616 -0.694
O -1.333 3.118 1.245 -0.539
O 3.876 3.290 -2.248 -0.796
O -2.411 0.056 -1.081 -0.576
O 1.675 -1.526 -1.497 -0.200
O 3.199 -2.398 -3.162 -0.818
O -2.949 4.637 2.214 -0.734
O -2.124 -2.376 -1.762 -0.886
O 3.346 1.145 0.051 -0.428
N 1.231 2.186 0.540 -0.289
C 1.170 -4.802 -1.546 -0.691
C 1.015 -3.733 -2.466 0.006
C -2.641 -2.353 2.631 0.161
C 2.878 3.847 -4.680 -0.664
C -1.396 -2.486 1.903 -0.946
C -0.255 -1.862 2.357 -0.931
C -4.577 1.962 1.052 -0.885
C -3.082 2.165 2.942 -1.199
C 3.124 -0.256 5.493 -0.311
C 3.972 -1.247 3.013 -0.366
C 1.964 1.599 -4.939 -0.631
C 2.520 2.785 -5.687 -0.696
C -5.440 -1.412 -1.916 -1.547
C 2.735 1.530 -3.694 -0.232
C -2.615 -1.554 3.823 -0.458
C 3.591 3.418 0.768 -1.288
C -3.902 1.125 2.065 0.332
C 2.734 -1.581 5.141 -0.866
C 3.307 -2.094 3.962 -0.587
C 4.292 0.065 3.418 0.527
C 2.810 2.224 0.492 0.595
C -3.697 -0.724 -3.109 -0.801
C 3.072 -3.601 -0.803 -0.627
C -4.359 -1.478 -0.823 -0.187
C -1.408 -0.932 4.292 -1.103
C -5.022 -0.414 -2.950 -0.139
C -3.677 2.858 0.452 -0.499
C 1.878 -4.298 -0.252 -0.683
C 3.894 0.578 4.630 -0.743
C -0.208 -1.080 3.555 -0.430
C 0.550 1.064 -0.090 0.617
H -5.535 -0.297 -3.915 0.393
H 2.787 0.124 6.424 0.404
H -1.426 -0.589 5.338 0.408
H 0.965 0.112 0.312 0.013
H -6.466 -1.342 -1.558 0.511
H 3.617 -2.830 -0.283 0.199
H 3.838 1.336 -4.065 0.254
H 1.612 -5.647 -2.181 0.301
H 3.794 -4.215 -1.434 0.400
H -2.353 1.713 3.676 0.307
H -5.030 0.494 -2.219 0.076
H -0.027 -3.225 -2.310 -0.289
H 1.770 0.628 -5.414 0.450
H 1.756 2.951 -6.429 0.358
H 4.053 1.507 4.808 0.684
H -4.655 -0.725 -0.200 -0.246
H -5.277 1.399 0.542 0.505
H 3.910 4.079 -4.969 0.334
H 2.468 0.817 -2.892 -0.094
H 3.320 4.198 1.555 0.362
H -3.089 0.101 -3.662 0.315
H 3.558 2.476 -6.136 0.282
H 0.145 -5.219 -1.304 0.336
H -3.406 -1.552 4.497 0.616
H -1.422 -2.861 1.053 1.300
H 4.663 3.239 0.916 0.370
H -4.557 -2.270 -0.213 0.656
H -5.344 2.687 1.524 0.375
H -5.675 -2.274 -2.374 0.555
H 2.197 -2.146 5.823 0.573
H -3.622 -1.652 -3.720 0.392
H 0.543 1.189 -1.284 -0.047
H -4.027 3.686 -0.045 0.710
H 4.291 -1.635 2.069 0.501
H 0.882 -4.123 -3.474 0.457
H 0.647 -2.115 1.966 0.801
H 0.946 1.809 -4.548 0.313
H 2.055 -5.095 0.373 0.588
H 3.165 -3.071 3.668 0.565
H -4.519 0.433 2.886 0.332
H 0.608 -0.503 3.794 0.934
H -3.696 2.526 3.575 0.764
H 3.529 3.920 -0.179 0.384
H -0.546 1.057 0.389 -0.405
H -2.928 2.176 -0.105 -0.055
H -3.127 0.417 1.643 -0.348
H 1.072 3.397 0.729 0.632
H 2.509 4.865 -4.673 0.482
H 1.080 2.027 1.577 0.539
H 1.103 -3.700 0.007 0.196
```



Record 5
Entry from OMol25: a cluster of 2 separate species, C2H2FO4 in total in a non-equilibrium geometry (ωB97M-V/def2-TZVPD).

Results
LUMO level (eV): 4.02
Kohn-Sham gap (Ha): 0.2453
Highest occupied orbital energy (eV): -2.7
Net charge: -1
Energy (a.u.): -478.2440

Geometry as XYZ:
```
9
Properties=species:S:1:pos:R:3:nbo_charge:R:1
F 0.450 -1.631 -0.895 -0.510
O 3.609 1.271 0.082 -0.567
O 3.959 -1.016 0.119 -0.568
O 0.524 -0.471 0.966 -0.747
O 0.516 0.601 -1.107 -0.783
C 1.080 -0.439 -0.259 0.353
C 3.670 0.115 0.037 1.027
H -0.357 0.545 -0.986 0.402
H -0.419 -0.355 0.786 0.393
```



Record 6
Entry from OMol25: a cluster of 2 separate species, C4H13N2OS in total (ωB97M-V/def2-TZVPD).

Results
LUMO level (eV): 3.56
Kohn-Sham gap (Ha): 0.2340
Highest occupied orbital energy (eV): -2.8
Net charge: -1
Energy (a.u.): -743.1666

Geometry as XYZ:
```
21
Properties=species:S:1:pos:R:3:nbo_charge:R:1
S -0.827 -0.814 -1.500 -0.748
O 2.804 1.820 0.020 -0.741
N -1.953 -2.047 1.248 -0.856
N -0.813 2.381 -0.279 -0.862
C 1.551 1.975 -0.665 -0.081
C -0.355 -2.379 -0.655 -0.524
C -0.564 -2.313 0.848 -0.228
C 0.442 2.028 0.369 -0.228
H -2.523 -2.788 0.847 0.329
H -2.221 -1.214 0.727 0.375
H 0.083 -1.527 1.239 0.179
H -1.158 1.578 -0.791 0.395
H -0.253 -3.257 1.315 0.155
H 0.416 1.073 0.898 0.182
H -0.928 -3.204 -1.078 0.166
H 0.698 -2.595 -0.875 0.180
H -1.521 2.561 0.427 0.340
H 3.497 1.858 -0.643 0.456
H 0.708 2.811 1.090 0.166
H 1.370 1.135 -1.331 0.203
H 1.549 2.919 -1.210 0.142
```